# C3H9BO3

The molecule C3H9BO3 (ωB97M-V/def2-TZVPD, the OMol25 dataset).

Structure (XYZ):
```
16
Properties=species:S:1:pos:R:3:nbo_charge:R:1
C -2.079 0.130 0.369 -0.62
C -0.548 0.444 0.059 -0.43
C 0.388 -0.775 0.078 -0.15
O 0.191 -1.772 -0.961 -0.73
B 2.006 -0.075 -0.036 1.08
O 2.658 0.307 -1.136 -0.92
O 2.704 0.076 1.166 -0.92
H -2.408 -0.389 -0.583 0.22
H -2.692 0.955 0.625 0.21
H -2.279 -0.473 1.296 0.21
H -0.290 0.999 0.923 0.21
H -0.337 0.852 -0.947 0.20
H 0.174 -1.103 1.107 0.19
H 0.838 -1.702 -1.613 0.47
H 3.517 0.797 -1.060 0.50
H 3.406 0.685 1.275 0.48
```

Computed properties:
SMILES string ... CC[C@@H](O)B(O)O
Energy relative to the best compared isomer or geometry (same formula, charge and spin) ... 13.34 kcal per mole
HOMO ... -9.830 eV
Multiplicity ... 1

***

# C4H8N2O

The molecule C4H8N2O (ωB97M-V/def2-TZVPD, the OMol25 dataset).

Structure (XYZ):
```
15
Properties=species:S:1:pos:R:3:nbo_charge:R:1
N 0.769 1.274 -1.545 -0.83
C -0.384 0.573 -1.734 0.67
O -1.105 0.665 -2.710 -0.62
C -0.761 -0.348 -0.580 -0.32
N 0.328 -0.467 0.360 -0.44
C 0.202 -1.246 1.564 -0.25
C 0.258 0.233 1.622 -0.25
H 1.150 1.761 -2.343 0.40
H 1.402 0.908 -0.847 0.41
H -1.688 0.046 -0.135 0.20
H -0.995 -1.321 -1.021 0.23
H -0.760 -1.694 1.810 0.19
H 1.081 -1.842 1.780 0.20
H -0.682 0.727 1.884 0.19
H 1.182 0.731 1.895 0.20
```

Computed properties:
SMILES string ... NC(=O)CN1CC1
Energy relative to the best compared isomer or geometry (same formula, charge and spin) ... 39.18 kcal per mole
HOMO ... -9.413 eV
Multiplicity ... 1